8
Properties=species:S:1:pos:R:3 method="wB97M-V/def2-TZVPD" e_tot_ha=-1119.8455 homo_energy_ev=-9.24 lumo_energy_ev=0.23 e_above_lowest_kcal_mol=45.1 smiles=Sc1nnoc1Cl gap_ev=9.46
S -2.19 -0.84 -0.04
C -0.71 0.13 0.02
N -0.87 1.52 0.02
N 0.22 2.18 0.10
O 1.24 1.23 -0.09
C 0.69 0.00 -0.05
Cl 1.84 -1.23 0.02
H -1.53 -2.12 0.44

***

59
Properties=species:S:1:pos:R:3 method="wB97M-V/def2-TZVPD" multiplicity=2 total_charge=+2 e_tot_ha=-3076.4472 homo_energy_ev="-14.27 / -14.27" lumo_energy_ev="-7.19 / -7.79" e_above_lowest_kcal_mol=0.0 s_squared=0.7510 gap_ev="7.08 / 6.48"
Yb 1.37 -0.48 0.78
Cl 1.60 1.02 2.70
P 0.19 0.92 -1.40
C -1.21 0.21 -2.31
C -1.00 -0.68 -3.37
C -2.09 -1.32 -3.98
C -3.39 -1.08 -3.52
C -3.61 -0.20 -2.45
C -2.52 0.45 -1.85
C -0.05 2.73 -1.53
C 0.76 3.56 -0.73
C 0.67 4.95 -0.83
C -0.29 5.52 -1.68
C -1.15 4.72 -2.41
C -1.03 3.32 -2.35
C 1.75 0.57 -2.31
C 2.73 -0.33 -1.80
C 4.02 -0.33 -2.33
C 4.28 0.36 -3.52
C 3.26 1.10 -4.13
C 2.01 1.25 -3.51
H 1.45 3.10 -0.02
H 1.34 5.58 -0.25
H -0.36 6.61 -1.75
H -1.93 5.16 -3.05
H -1.71 2.69 -2.93
H 0.01 -0.88 -3.72
H -1.92 -2.00 -4.81
H -4.24 -1.57 -4.00
H -4.62 0.00 -2.10
H -2.69 1.15 -1.02
H 2.47 -1.12 -1.07
H 4.83 -0.88 -1.83
H 5.28 0.31 -3.96
H 3.44 1.57 -5.09
H 1.25 1.87 -3.98
H 0.50 -1.95 -0.49
H 1.15 -2.36 -0.31
C -1.90 -0.20 2.79
N -1.41 -1.35 3.53
C -1.85 -1.60 4.88
C -1.33 -2.95 5.30
C 0.15 -3.13 5.06
N 0.46 -2.77 3.69
C 1.83 -3.03 3.25
C -0.34 -1.95 2.97
O -0.03 -1.61 1.78
H -2.82 0.18 3.26
H -2.14 -0.46 1.75
H -1.14 0.61 2.76
H -1.53 -0.80 5.56
H -2.94 -1.60 4.87
H -1.85 -3.74 4.76
H -1.52 -3.10 6.36
H 0.47 -4.18 5.19
H 0.75 -2.50 5.75
H 2.57 -2.44 3.82
H 2.05 -4.09 3.39
H 1.96 -2.81 2.18

***

126
Properties=species:S:1:pos:R:3 method="wB97M-V/def2-TZVPD" total_charge=+1 e_tot_ha=-2045.4008 homo_energy_ev=-9.58 lumo_energy_ev=-2.05 gap_ev=7.54
C 2.46 1.02 4.82
C 1.33 0.56 5.73
C -0.02 0.88 5.05
C -1.16 -0.06 5.44
C -1.36 -1.25 4.50
C -1.35 -0.90 3.01
C -0.17 -1.56 2.26
N -0.53 -1.91 0.89
C -1.15 -3.23 0.72
C -0.14 -4.39 0.75
C -0.58 -5.51 1.71
C 0.21 -5.55 3.03
C -0.35 -1.17 -0.19
N -0.66 -1.55 -1.43
C -0.32 -0.56 -2.24
O -0.44 -0.59 -3.56
C -1.68 0.00 -4.07
C -2.89 -0.91 -3.82
C -4.04 -0.10 -3.20
C -5.02 -0.99 -2.44
N 0.20 0.46 -1.54
C 0.66 1.72 -2.11
C -0.39 2.85 -1.95
N 0.13 4.02 -1.21
C 0.36 5.18 -2.11
C 0.48 6.50 -1.37
C -0.83 4.41 -0.19
C -0.38 4.54 1.24
O -2.00 4.66 -0.47
N 0.19 0.10 -0.22
C 0.69 1.04 0.76
C 2.20 0.92 0.90
N 2.73 0.03 1.62
H 3.40 1.18 5.35
H 2.19 1.94 4.32
H 2.64 0.28 4.04
H 1.38 1.14 6.65
H 1.41 -0.50 5.94
H -0.30 1.89 5.35
H 0.15 0.93 3.98
H -2.08 0.50 5.59
H -0.91 -0.47 6.42
H -0.64 -2.03 4.75
H -2.33 -1.68 4.72
H -2.25 -1.25 2.52
H -1.33 0.18 2.85
H 0.75 -0.99 2.31
H 0.03 -2.49 2.77
H -1.80 -3.24 -0.14
H -1.79 -3.35 1.59
H 0.04 -4.79 -0.24
H 0.78 -3.97 1.14
H -0.45 -6.47 1.23
H -1.64 -5.43 1.95
H -0.45 -5.74 3.86
H 0.75 -4.63 3.24
H 0.94 -6.35 3.04
H -1.84 1.00 -3.68
H -1.54 0.10 -5.13
H -3.20 -1.36 -4.75
H -2.63 -1.70 -3.13
H -4.53 0.44 -4.01
H -3.64 0.64 -2.51
H -4.67 -1.14 -1.43
H -5.99 -0.50 -2.40
H -5.14 -1.95 -2.93
H 0.87 1.58 -3.16
H 1.58 2.05 -1.64
H -1.22 2.45 -1.38
H -0.79 3.14 -2.92
H -0.46 5.23 -2.83
H 1.30 5.02 -2.64
H -0.48 6.94 -1.15
H 1.04 6.38 -0.44
H 1.03 7.19 -1.99
H 0.52 3.98 1.49
H -0.17 5.58 1.47
H -1.19 4.21 1.88
H 0.49 2.06 0.46
H 0.21 0.91 1.72
H 2.80 1.66 0.36
H 3.74 0.13 1.58
C 5.36 2.84 2.97
C 6.62 3.30 3.69
N 6.82 4.74 3.64
C 8.13 5.15 4.11
C 8.49 4.90 5.58
C 5.70 5.54 4.12
C 5.22 5.32 5.56
H 5.37 3.16 1.93
H 5.31 1.75 2.99
H 4.46 3.22 3.45
H 7.48 2.83 3.20
H 6.60 2.91 4.72
H 8.26 6.21 3.89
H 8.87 4.64 3.49
H 8.01 5.62 6.25
H 9.57 5.02 5.72
H 8.23 3.89 5.91
H 4.85 5.36 3.45
H 5.95 6.59 3.98
H 5.18 4.26 5.83
H 4.21 5.72 5.68
H 5.85 5.83 6.28
C -5.69 -6.94 -8.47
C -4.56 -6.41 -7.61
N -4.50 -4.96 -7.55
C -3.28 -4.47 -6.94
C -3.03 -4.78 -5.46
C -5.73 -4.31 -7.13
C -6.31 -4.66 -5.76
H -5.63 -6.55 -9.49
H -5.64 -8.03 -8.53
H -6.67 -6.69 -8.06
H -3.62 -6.76 -8.05
H -4.63 -6.88 -6.62
H -3.25 -3.38 -7.08
H -2.44 -4.86 -7.52
H -3.64 -4.16 -4.80
H -1.99 -4.57 -5.21
H -3.21 -5.83 -5.22
H -6.49 -4.51 -7.89
H -5.57 -3.23 -7.19
H -6.27 -5.73 -5.55
H -7.36 -4.36 -5.71
H -5.80 -4.14 -4.95